Molecular formula: C72H162Br4N9
Method: DFT, ωB97M-V with the def2-TZVPD basis set

CARTESIAN COORDINATES (ANGSTROEM)
1 C -26.639 4.889 -16.556
2 C -25.441 4.450 -15.705
3 C -25.835 3.183 -14.825
4 N -24.550 2.509 -14.278
5 C -23.829 1.687 -15.374
6 C -23.540 3.541 -13.568
7 C -22.834 2.668 -12.635
8 C -23.998 1.920 -11.971
9 C -25.065 1.656 -13.084
10 H -27.601 4.884 -16.043
11 H -26.788 4.192 -17.381
12 H -26.449 5.880 -16.968
13 H -25.083 5.337 -15.183
14 H -24.646 4.161 -16.392
15 H -26.413 2.428 -15.357
16 H -26.369 3.635 -13.989
17 H -24.544 0.998 -15.823
18 H -23.151 1.134 -14.723
19 H -23.351 2.280 -16.153
20 H -22.745 3.985 -14.167
21 H -24.114 4.255 -12.978
22 H -22.208 1.892 -13.076
23 H -22.268 3.164 -11.846
24 H -23.651 0.978 -11.546
25 H -24.343 2.459 -11.089
26 H -24.956 0.607 -13.360
27 H -26.072 1.914 -12.756
28 C -34.363 13.161 -10.647
29 C -33.878 13.219 -12.144
30 C -32.718 12.150 -12.301
31 N -32.242 12.014 -13.718
32 C -31.794 13.379 -14.206
33 C -33.351 11.569 -14.779
34 C -33.532 10.036 -14.463
35 C -32.088 9.691 -14.348
36 C -31.283 10.847 -13.961
37 H -35.082 13.958 -10.458
38 H -33.493 13.265 -9.999
39 H -34.841 12.189 -10.516
40 H -33.363 14.179 -12.139
41 H -34.679 13.305 -12.878
42 H -33.191 11.200 -12.052
43 H -31.978 12.419 -11.546
44 H -30.986 13.768 -13.585
45 H -32.586 14.125 -14.258
46 H -31.362 13.166 -15.184
47 H -32.955 11.694 -15.787
48 H -34.250 12.159 -14.598
49 H -34.001 9.530 -15.307
50 H -33.908 9.892 -13.450
51 H -31.762 9.262 -15.296
52 H -31.883 8.864 -13.668
53 H -30.705 11.033 -14.866
54 H -30.840 10.674 -12.980
55 C -35.901 -1.934 -12.714
56 C -37.157 -2.789 -13.294
57 C -37.113 -4.269 -12.732
58 N -38.361 -5.106 -13.148
59 C -38.306 -5.456 -14.732
60 C -39.650 -4.330 -12.931
61 C -40.747 -5.457 -12.863
62 C -39.974 -6.528 -11.998
63 C -38.541 -6.291 -12.113
64 H -35.773 -1.861 -11.634
65 H -35.536 -1.040 -13.221
66 H -35.042 -2.604 -12.731
67 H -37.173 -2.795 -14.384
68 H -38.083 -2.292 -13.006
69 H -37.191 -4.172 -11.649
70 H -36.252 -4.846 -13.070
71 H -38.412 -4.595 -15.391
72 H -39.099 -6.168 -14.960
73 H -37.345 -5.947 -14.893
74 H -39.916 -3.645 -13.736
75 H -39.550 -3.827 -11.969
76 H -40.971 -5.867 -13.848
77 H -41.682 -5.086 -12.444
78 H -40.140 -7.569 -12.277
79 H -40.263 -6.522 -10.948
80 H -37.997 -7.119 -12.567
81 H -38.030 -6.023 -11.187
82 C -44.116 1.595 -27.990
83 C -42.679 1.447 -27.842
84 C -42.126 2.460 -26.852
85 N -40.695 2.271 -26.369
86 C -39.769 2.099 -27.629
87 C -40.288 3.440 -25.490
88 C -40.881 3.226 -24.087
89 C -40.961 1.690 -24.026
90 C -40.534 1.126 -25.367
91 H -44.590 0.903 -28.685
92 H -44.409 2.589 -28.329
93 H -44.605 1.388 -27.038
94 H -42.151 1.578 -28.786
95 H -42.444 0.422 -27.558
96 H -42.817 2.504 -26.009
97 H -42.244 3.450 -27.292
98 H -40.063 1.169 -28.115
99 H -38.744 2.131 -27.261
100 H -40.020 2.941 -28.275
101 H -39.199 3.406 -25.523
102 H -40.483 4.353 -26.051
103 H -40.121 3.454 -23.339
104 H -41.812 3.740 -23.850
105 H -40.219 1.346 -23.306
106 H -41.925 1.327 -23.669
107 H -39.471 0.887 -25.376
108 H -40.988 0.250 -25.830
109 C -31.250 0.346 -16.132
110 C -32.113 0.679 -17.390
111 C -32.359 2.198 -17.446
112 N -33.272 2.613 -18.655
113 C -34.761 2.201 -18.592
114 C -32.789 2.197 -20.092
115 C -31.610 3.186 -20.275
116 C -32.230 4.473 -19.910
117 C -33.251 4.139 -18.840
118 H -31.402 -0.659 -15.738
119 H -31.667 0.943 -15.321
120 H -30.181 0.516 -16.256
121 H -33.139 0.316 -17.332
122 H -31.611 0.334 -18.293
123 H -31.436 2.687 -17.757
124 H -32.686 2.681 -16.525
125 H -35.396 2.699 -19.325
126 H -35.193 2.579 -17.665
127 H -34.913 1.126 -18.688
128 H -33.639 2.440 -20.731
129 H -32.581 1.138 -19.939
130 H -31.207 3.242 -21.286
131 H -30.687 2.907 -19.768
132 H -32.780 4.842 -20.775
133 H -31.554 5.257 -19.570
134 H -34.245 4.543 -19.030
135 H -32.980 4.618 -17.898
136 C -40.723 12.759 -23.116
137 C -39.289 12.354 -23.256
138 C -38.786 11.717 -21.972
139 N -37.877 10.484 -22.212
140 C -38.710 9.216 -22.450
141 C -36.828 10.378 -23.339
142 C -35.699 11.193 -22.892
143 C -35.610 10.946 -21.330
144 C -37.013 10.205 -20.972
145 H -41.140 13.083 -22.163
146 H -41.304 11.854 -23.295
147 H -40.994 13.498 -23.871
148 H -38.768 13.295 -23.434
149 H -39.166 11.831 -24.204
150 H -39.643 11.237 -21.499
151 H -38.194 12.289 -21.257
152 H -39.480 9.485 -23.173
153 H -39.467 9.037 -21.686
154 H -38.148 8.322 -22.718
155 H -36.414 9.371 -23.363
156 H -37.183 10.563 -24.352
157 H -34.797 10.895 -23.425
158 H -35.979 12.230 -23.079
159 H -34.775 10.310 -21.034
160 H -35.686 11.891 -20.794
161 H -36.898 9.122 -20.920
162 H -37.464 10.593 -20.059
163 C -26.776 4.299 -25.103
164 C -25.842 4.521 -23.960
165 C -24.366 4.612 -24.382
166 N -23.386 5.219 -23.353
167 C -23.346 4.266 -22.172
168 C -23.676 6.664 -23.042
169 C -22.428 7.485 -23.364
170 C -21.739 6.669 -24.438
171 C -21.936 5.253 -23.947
172 H -27.818 4.313 -24.783
173 H -26.772 3.296 -25.531
174 H -26.670 4.913 -25.997
175 H -26.016 3.705 -23.258
176 H -26.255 5.288 -23.305
177 H -24.210 5.392 -25.128
178 H -23.947 3.715 -24.837
179 H -22.486 4.517 -21.552
180 H -23.207 3.299 -22.655
181 H -24.300 4.154 -21.657
182 H -24.013 6.684 -22.006
183 H -24.426 6.967 -23.773
184 H -21.795 7.520 -22.476
185 H -22.535 8.549 -23.575
186 H -20.697 6.967 -24.318
187 H -22.084 6.883 -25.449
188 H -21.156 5.151 -23.192
189 H -21.833 4.595 -24.809
190 C -24.461 -7.805 -20.536
191 C -25.978 -7.627 -20.462
192 C -26.560 -8.239 -19.248
193 N -27.958 -7.687 -18.974
194 C -28.466 -8.652 -17.812
195 C -28.906 -7.842 -20.176
196 C -30.021 -6.793 -19.917
197 C -29.422 -5.710 -19.142
198 C -28.074 -6.157 -18.492
199 H -24.114 -7.374 -19.596
200 H -23.883 -7.308 -21.315
201 H -24.285 -8.880 -20.530
202 H -26.311 -7.865 -21.473
203 H -26.185 -6.558 -20.426
204 H -26.096 -8.006 -18.290
205 H -26.495 -9.327 -19.228
206 H -29.483 -8.292 -17.652
207 H -27.931 -8.583 -16.865
208 H -28.572 -9.662 -18.208
209 H -29.266 -8.862 -20.310
210 H -28.315 -7.500 -21.026
211 H -30.925 -7.255 -19.521
212 H -30.314 -6.404 -20.892
213 H -30.138 -5.244 -18.465
214 H -29.196 -4.895 -19.830
215 H -28.198 -6.192 -17.410
216 H -27.254 -5.535 -18.851
217 C -27.816 -2.568 -25.735
218 C -29.100 -1.915 -26.037
219 C -30.331 -2.852 -25.842
220 N -31.713 -2.188 -25.672
221 C -31.791 -1.367 -24.325
222 C -31.944 -1.061 -26.773
223 C -33.147 -1.573 -27.473
224 C -34.026 -2.289 -26.384
225 C -32.993 -3.156 -25.753
226 H -27.832 -3.174 -24.829
227 H -26.968 -1.897 -25.598
228 H -27.521 -3.311 -26.476
229 H -29.096 -1.469 -27.032
230 H -29.215 -0.961 -25.523
231 H -30.091 -3.541 -25.033
232 H -30.441 -3.647 -26.579
233 H -31.266 -1.990 -23.600
234 H -32.822 -1.197 -24.014
235 H -31.000 -0.617 -24.337
236 H -32.136 -0.087 -26.323
237 H -31.094 -0.916 -27.440
238 H -33.788 -0.842 -27.964
239 H -32.786 -2.309 -28.192
240 H -34.572 -1.578 -25.765
241 H -34.772 -2.843 -26.953
242 H -33.332 -3.609 -24.822
243 H -32.697 -4.033 -26.330
244 Br -30.626 3.752 -11.704
245 Br -27.077 -0.048 -20.142
246 Br -37.161 -3.029 -20.573
247 Br -28.869 10.081 -20.960

**Max |F|**: 3.7 eV/A
**E**: -13627.361555 a.u.
**LUMO level**: -7.3 eV
**Charge**: +5
**Kohn-Sham gap**: 4.03 eV